(1)
C20H53IN4O7S | ωB97M-V/def2-TZVPD

Output
Kohn-Sham gap: 0.339 Eh

Atoms and positions in Å:
C -2.012 0.740 -0.303
O -1.844 0.468 1.107
S -0.676 1.307 1.835
O -1.189 1.605 3.152
O 0.354 0.079 2.134
C 1.300 -0.292 1.123
C 2.327 0.780 0.757
C 2.660 1.749 1.889
I 1.788 1.812 -1.060
H -2.191 1.802 -0.464
H -2.893 0.184 -0.608
H -1.151 0.416 -0.886
H 1.835 -1.131 1.575
H 0.780 -0.670 0.240
H 3.220 0.260 0.425
H 2.415 1.291 2.850
H 2.095 2.678 1.819
H 3.720 1.998 1.884
C 7.754 -1.596 -1.724
C 6.495 -2.283 -1.209
C 5.228 -1.430 -1.325
O 5.140 -0.387 -0.371
C 5.790 0.825 -0.709
N 6.734 -2.767 0.149
H 8.108 -0.843 -1.018
H 8.552 -2.327 -1.844
H 7.579 -1.108 -2.685
H 6.313 -3.163 -1.835
H 4.365 -2.071 -1.126
H 5.120 -1.020 -2.338
H 5.727 1.026 -1.782
H 6.838 0.817 -0.399
H 5.277 1.627 -0.177
H 5.947 -3.326 0.462
H 6.766 -1.969 0.777
C -5.458 1.072 -3.668
C -4.603 2.332 -3.610
C -4.390 3.008 -4.967
O -3.488 2.331 -5.822
C -4.052 1.320 -6.632
N -3.345 2.024 -2.925
H -4.896 0.234 -4.083
H -5.771 0.789 -2.664
H -6.349 1.221 -4.281
H -5.130 3.066 -2.990
H -3.948 3.992 -4.796
H -5.351 3.153 -5.477
H -5.055 1.600 -6.970
H -4.116 0.359 -6.116
H -3.407 1.205 -7.502
H -2.829 2.882 -2.757
H -2.764 1.482 -3.559
C 2.076 -6.233 2.916
C 3.023 -5.101 3.298
C 2.801 -3.811 2.502
O 3.259 -3.850 1.161
C 2.350 -4.396 0.225
N 4.401 -5.587 3.235
H 2.366 -6.685 1.966
H 2.113 -7.017 3.671
H 1.047 -5.881 2.829
H 2.825 -4.837 4.342
H 3.367 -3.008 2.982
H 1.739 -3.528 2.516
H 1.319 -4.118 0.470
H 2.411 -5.485 0.170
H 2.601 -3.984 -0.753
H 5.037 -4.897 3.618
H 4.667 -5.700 2.261
C -5.064 2.396 1.112
C -4.266 3.015 2.255
C -5.066 3.200 3.545
O -6.007 4.261 3.515
C -7.276 3.936 2.991
N -3.640 4.253 1.784
H -5.756 3.119 0.674
H -4.391 2.072 0.318
H -5.640 1.533 1.451
H -3.454 2.331 2.511
H -4.369 3.451 4.348
H -5.571 2.264 3.819
H -7.572 2.920 3.276
H -7.311 4.011 1.901
H -7.992 4.640 3.412
H -2.992 4.596 2.486
H -4.357 4.968 1.699



(2)
C5H13NO3 | ωB97M-V/def2-TZVPD

Output
Energy above the lowest of the compared OMol25 structures with the same formula, charge and spin: 104.3 kcal per mole
Kohn-Sham gap: 0.268 Eh

Atoms and positions in Å:
C 1.076 -0.774 -0.762
C 1.382 0.237 1.967
C 0.264 -1.982 -0.950
O 0.375 0.118 0.953
H 1.985 -0.861 -0.183
H 1.019 -0.026 -1.541
H 1.610 -0.735 2.409
H 2.261 0.668 1.489
H 1.034 0.910 2.747
H 0.850 -2.628 -1.623
H -0.672 -1.751 -1.453
H 0.102 -2.541 -0.028
C -0.620 2.108 -1.557
C -0.988 -0.270 1.477
N -1.851 -0.113 0.507
O -0.812 0.731 -1.623
O -1.057 -0.615 2.630
H -1.467 0.308 -0.527
H -2.810 -0.340 0.703
H -0.777 2.512 -0.543
H -1.306 2.647 -2.230
H 0.402 2.400 -1.860